No. 1
{
  "formula": "C3H8OSi2",
  "method": "ωB97M-V/def2-TZVPD",
  "lumo_ha": -0.0107,
  "homo_lumo_gap_ev": 8.8,
  "homo_energy_ev": -9.07,
  "relative_energy_kcal_mol": 99.7,
  "species": ["C", "C", "C", "O", "Si", "Si", "H", "H", "H", "H", "H", "H", "H", "H"],
  "xyz": [[0.16, 1.29, 0.14], [-0.88, 0.46, -0.66], [0.76, 0.04, 0.69], [0.20, 2.41, 0.58], [-2.55, -0.09, 0.02], [2.19, -0.78, -0.16], [-0.33, -0.11, -1.50], [0.66, 0.03, 1.77], [-2.20, 0.27, 1.31], [-2.48, -1.59, 0.07], [-3.37, 0.77, -0.95], [2.52, 0.01, -1.39], [1.91, -2.14, -0.60], [3.42, -0.58, 0.68]]
}



No. 2
{
  "formula": "C5H15N3",
  "method": "ωB97M-V/def2-TZVPD",
  "lumo_ha": 0.0241,
  "homo_lumo_gap_ev": 9.7,
  "homo_energy_ev": -9.03,
  "relative_energy_kcal_mol": 10.0,
  "species": ["N", "C", "N", "N", "H", "H", "H", "H", "H", "C", "C", "C", "C", "H", "H", "H", "H", "H", "H", "H", "H", "H", "H"],
  "xyz": [[-1.47, 0.60, 2.10], [-1.56, 1.42, 1.08], [-0.61, 2.43, 0.84], [-2.55, 1.29, 0.12], [-0.87, 1.03, 2.81], [0.29, 2.22, 1.18], [-0.61, 2.89, -0.09], [-2.24, 1.30, -0.85], [-3.08, 0.41, 0.26], [1.07, -1.75, -2.29], [1.39, -0.99, -0.99], [0.39, -1.40, 0.13], [2.84, -1.24, -0.54], [1.79, -1.54, -3.13], [1.14, -2.87, -2.11], [0.05, -1.55, -2.67], [1.24, 0.13, -1.18], [0.64, -0.87, 1.03], [0.49, -2.47, 0.40], [-0.70, -1.21, -0.13], [3.55, -0.99, -1.27], [3.03, -0.64, 0.32], [3.04, -2.30, -0.35]]
}



No. 3
{
  "formula": "C33H22BrCl3InN4O2",
  "method": "ωB97M-V/def2-TZVPD",
  "lumo_ha": -0.1219,
  "homo_lumo_gap_ev": 7.1,
  "homo_energy_ev": -10.41,
  "relative_energy_kcal_mol": 6.8,
  "total_charge": 1,
  "species": ["In", "Br", "C", "C", "C", "C", "O", "C", "C", "N", "C", "C", "C", "C", "C", "C", "C", "C", "N", "C", "C", "H", "H", "H", "H", "H", "H", "H", "H", "H", "H", "Cl", "C", "C", "C", "C", "O", "C", "C", "N", "C", "C", "C", "C", "C", "C", "C", "C", "N", "C", "C", "H", "H", "H", "H", "H", "H", "H", "H", "H", "H", "Cl", "C", "Cl", "H", "H"],
  "xyz": [[-0.56, 0.16, 0.94], [6.25, -1.71, -1.04], [4.72, -1.02, -0.16], [4.49, -1.34, 1.18], [3.38, -0.86, 1.83], [2.42, -0.08, 1.16], [1.34, 0.30, 1.82], [2.68, 0.26, -0.19], [1.83, 1.14, -0.95], [0.61, 1.39, -0.63], [-0.17, 2.35, -1.30], [-0.06, 2.72, -2.61], [-0.89, 3.71, -3.16], [-1.82, 4.35, -2.38], [-1.97, 3.98, -1.02], [-2.88, 4.62, -0.15], [-2.96, 4.22, 1.15], [-2.17, 3.14, 1.58], [-1.32, 2.50, 0.80], [-1.18, 2.95, -0.49], [3.85, -0.20, -0.82], [5.20, -1.97, 1.71], [3.19, -1.10, 2.87], [2.27, 1.63, -1.82], [0.67, 2.23, -3.25], [-0.78, 3.98, -4.20], [-2.45, 5.13, -2.79], [-3.51, 5.42, -0.53], [-3.63, 4.70, 1.85], [-2.25, 2.79, 2.60], [4.05, 0.08, -1.85], [-1.93, 0.37, -6.17], [-2.01, 0.22, -4.44], [-3.00, 0.92, -3.73], [-3.07, 0.82, -2.37], [-2.14, 0.05, -1.63], [-2.23, 0.04, -0.32], [-1.16, -0.66, -2.36], [-0.23, -1.56, -1.74], [0.05, -1.55, -0.49], [0.91, -2.52, 0.09], [1.93, -3.17, -0.54], [2.70, -4.13, 0.14], [2.42, -4.45, 1.44], [1.38, -3.78, 2.13], [1.03, -4.07, 3.46], [0.01, -3.38, 4.05], [-0.63, -2.36, 3.33], [-0.32, -2.03, 2.09], [0.65, -2.77, 1.46], [-1.13, -0.58, -3.77], [-3.71, 1.53, -4.28], [-3.83, 1.35, -1.81], [0.24, -2.30, -2.39], [2.17, -2.93, -1.57], [3.51, -4.63, -0.38], [3.00, -5.20, 1.97], [1.57, -4.84, 4.00], [-0.31, -3.59, 5.06], [-1.41, -1.79, 3.80], [-0.39, -1.15, -4.32], [-0.85, 0.92, 3.82], [-2.58, 0.54, 3.96], [-3.16, -0.09, 2.42], [-3.12, 1.45, 4.20], [-2.71, -0.20, 4.74]]
}



No. 4
{
  "formula": "C28H55CdO2Si4",
  "method": "ωB97M-V/def2-TZVPD",
  "lumo_ha": 0.0788,
  "homo_lumo_gap_ev": 4.8,
  "homo_energy_ev": -2.65,
  "relative_energy_kcal_mol": 4.4,
  "total_charge": -1,
  "species": ["O", "C", "C", "H", "H", "C", "H", "H", "C", "H", "H", "H", "C", "H", "H", "H", "Cd", "C", "C", "C", "H", "C", "C", "H", "H", "H", "H", "C", "C", "C", "H", "C", "C", "H", "H", "H", "H", "O", "C", "C", "H", "H", "C", "H", "H", "C", "H", "H", "H", "H", "C", "Si", "C", "C", "Si", "Si", "C", "C", "C", "Si", "C", "C", "C", "H", "H", "H", "H", "H", "H", "H", "H", "H", "H", "H", "H", "H", "H", "H", "H", "H", "H", "H", "H", "H", "H", "H", "H", "H", "H", "H"],
  "xyz": [[0.10, 0.16, -6.42], [0.25, 1.40, -7.20], [0.36, 0.71, -8.54], [1.19, 1.90, -6.95], [-0.62, 2.05, -7.06], [0.29, -0.56, -7.67], [1.31, 0.89, -9.04], [-0.49, 0.86, -9.20], [1.60, -1.32, -7.61], [2.43, -0.63, -7.34], [1.79, -1.78, -8.59], [1.53, -2.11, -6.85], [-0.88, -1.43, -8.04], [-1.81, -0.85, -8.10], [-0.99, -2.25, -7.32], [-0.68, -1.86, -9.03], [-0.09, -0.13, -0.50], [-2.58, -0.63, 1.08], [-2.05, 0.67, 0.82], [-2.08, 0.89, -0.60], [-1.83, 1.44, 1.56], [-2.58, -0.32, -1.21], [-2.90, -1.23, -0.17], [-3.33, -2.23, -0.31], [-2.75, -1.04, 2.08], [-1.94, 1.86, -1.08], [-2.76, -0.42, -2.29], [1.27, -2.38, 1.00], [0.52, -3.15, 0.07], [0.71, -2.63, -1.22], [-0.05, -4.05, 0.32], [1.57, -1.47, -1.12], [1.89, -1.31, 0.28], [2.65, -0.63, 0.69], [1.40, -2.59, 2.06], [0.33, -3.05, -2.16], [2.08, -0.96, -1.94], [1.79, 1.48, -4.85], [0.90, 0.70, -4.00], [-0.42, 1.46, -3.95], [1.34, 0.66, -2.97], [0.83, -0.32, -4.37], [0.07, 2.91, -3.87], [-1.07, 1.14, -3.14], [-0.92, 1.32, -4.90], [1.43, 2.86, -4.61], [0.25, 3.17, -2.82], [-0.68, 3.58, -4.28], [2.20, 3.32, -3.96], [1.39, 3.38, -5.57], [2.14, 4.54, 1.84], [0.82, 3.72, 2.90], [0.96, 4.36, 4.68], [-0.89, 4.17, 2.25], [1.12, 1.41, 2.73], [3.34, 1.08, 3.34], [3.88, 2.15, 4.81], [3.59, -0.73, 3.80], [4.40, 1.53, 1.85], [-0.11, 0.53, 4.52], [0.71, 0.88, 6.20], [-1.85, 1.26, 4.58], [-0.21, -1.33, 4.25], [1.92, 5.62, 1.78], [2.14, 4.14, 0.81], [3.14, 4.41, 2.25], [0.72, 5.43, 4.68], [0.27, 3.86, 5.37], [1.98, 4.25, 5.09], [-1.07, 3.74, 1.25], [-1.69, 3.84, 2.92], [-0.94, 5.26, 2.15], [3.29, 1.97, 5.71], [4.93, 1.89, 5.04], [3.85, 3.22, 4.58], [3.49, -1.39, 2.93], [4.61, -0.85, 4.20], [2.88, -1.06, 4.57], [4.03, 1.08, 0.92], [4.47, 2.61, 1.71], [5.42, 1.14, 2.04], [0.79, 1.95, 6.40], [0.08, 0.43, 6.99], [1.71, 0.43, 6.28], [-2.48, 0.89, 3.77], [-2.31, 0.95, 5.53], [-1.86, 2.36, 4.55], [-0.49, -1.58, 3.22], [0.74, -1.84, 4.48], [-0.98, -1.73, 4.92]]
}



No. 5
{
  "formula": "C30H39ClCrPSi2",
  "method": "ωB97M-V/def2-TZVPD",
  "lumo_ha": [-0.0298, -0.0096],
  "homo_lumo_gap_ev": [7.3, 7.8],
  "homo_energy_ev": [-8.07, -8.07],
  "spin_multiplicity": 4,
  "species": ["C", "C", "C", "H", "C", "C", "H", "H", "H", "H", "Cr", "Cl", "P", "C", "C", "H", "C", "H", "C", "H", "C", "H", "C", "H", "C", "C", "H", "C", "H", "C", "H", "C", "H", "C", "H", "C", "C", "H", "C", "H", "C", "H", "C", "H", "C", "H", "C", "Si", "C", "C", "C", "Si", "C", "C", "C", "H", "H", "H", "H", "H", "H", "H", "H", "H", "H", "H", "H", "H", "H", "H", "H", "H", "H", "H"],
  "xyz": [[0.54, 1.89, 1.24], [0.01, 1.84, -0.10], [-1.31, 1.25, -0.03], [0.49, 2.23, -0.99], [-1.58, 0.91, 1.34], [-0.44, 1.30, 2.13], [-0.37, 1.24, 3.21], [1.48, 2.35, 1.51], [-2.00, 1.15, -0.87], [-2.50, 0.48, 1.72], [0.21, -0.17, 0.70], [-0.99, -1.86, -0.37], [-1.17, 0.09, -3.57], [-2.85, 0.68, -3.97], [-3.13, 1.64, -4.97], [-2.31, 2.11, -5.52], [-4.45, 1.98, -5.26], [-4.65, 2.70, -6.04], [-5.50, 1.40, -4.54], [-6.53, 1.66, -4.78], [-5.23, 0.48, -3.53], [-6.05, 0.03, -2.96], [-3.91, 0.13, -3.22], [-3.69, -0.58, -2.42], [-0.13, 1.26, -4.52], [0.14, 2.51, -3.91], [-0.28, 2.73, -2.92], [0.92, 3.45, -4.57], [1.14, 4.41, -4.08], [1.42, 3.19, -5.85], [2.02, 3.94, -6.37], [1.16, 1.96, -6.45], [1.54, 1.74, -7.45], [0.40, 0.99, -5.79], [0.22, 0.02, -6.26], [-1.06, -1.43, -4.60], [-2.01, -1.79, -5.57], [-2.89, -1.17, -5.73], [-1.82, -2.94, -6.34], [-2.55, -3.20, -7.10], [-0.70, -3.76, -6.12], [-0.56, -4.66, -6.72], [0.23, -3.41, -5.14], [1.10, -4.05, -4.96], [0.06, -2.25, -4.38], [0.80, -1.98, -3.62], [4.77, -0.47, 2.23], [2.94, -0.65, 2.68], [2.64, -2.04, 3.93], [2.55, 0.90, 3.66], [2.04, -1.01, 1.05], [2.19, -2.85, 0.54], [0.99, -3.98, 1.44], [2.05, -3.14, -1.32], [3.90, -3.56, 0.96], [5.34, -0.17, 3.12], [4.88, 0.33, 1.48], [5.22, -1.38, 1.82], [3.18, -1.80, 4.86], [1.57, -2.09, 4.18], [2.96, -3.04, 3.61], [2.71, 1.82, 3.09], [1.52, 0.92, 4.05], [3.22, 0.94, 4.54], [2.55, -0.38, 0.26], [-0.05, -3.77, 1.13], [1.20, -5.03, 1.19], [1.04, -3.88, 2.53], [2.66, -2.43, -1.89], [2.42, -4.15, -1.56], [1.02, -3.07, -1.68], [4.70, -3.05, 0.41], [4.16, -3.54, 2.03], [3.90, -4.62, 0.64]]
}



No. 6
{
  "formula": "C3H6NO4RuS",
  "method": "ωB97M-V/def2-TZVPD",
  "lumo_ha": [-0.1826, -0.3046],
  "homo_lumo_gap_ev": [7.7, 6.7],
  "homo_energy_ev": [-12.68, -14.98],
  "spin_multiplicity": 7,
  "total_charge": 1,
  "species": ["O", "C", "C", "O", "C", "Ru", "H", "H", "H", "H", "H", "H", "N", "S", "O", "O"],
  "xyz": [[0.35, -0.55, 1.76], [1.52, 0.17, 1.75], [1.52, 1.32, 0.74], [1.34, 0.82, -0.59], [0.09, 0.68, -1.05], [-0.71, -1.07, 0.37], [2.40, -0.47, 1.52], [1.73, 0.64, 2.73], [2.48, 1.85, 0.75], [0.71, 2.03, 0.96], [0.05, 0.33, -2.08], [-0.65, 1.42, -0.70], [-1.61, -2.45, -0.78], [-2.76, -1.87, -1.49], [-3.27, -2.35, -2.77], [-3.18, -0.49, -1.14]]
}



No. 7
{
  "formula": "C28H25ClDyNP",
  "method": "ωB97M-V/def2-TZVPD",
  "lumo_ha": [0.0796, 0.0808],
  "homo_lumo_gap_ev": [4.6, 4.6],
  "homo_energy_ev": [-2.42, -2.42],
  "spin_multiplicity": 6,
  "relative_energy_kcal_mol": 0.0,
  "total_charge": -1,
  "species": ["C", "C", "C", "H", "C", "C", "H", "H", "H", "H", "Dy", "Cl", "C", "C", "C", "H", "C", "C", "H", "H", "H", "H", "N", "P", "C", "C", "C", "C", "C", "C", "C", "C", "C", "C", "C", "C", "C", "C", "C", "C", "C", "C", "H", "H", "H", "H", "H", "H", "H", "H", "H", "H", "H", "H", "H", "H", "H"],
  "xyz": [[-3.20, -1.68, -2.93], [-2.29, -1.95, -4.01], [-1.50, -0.79, -4.23], [-2.27, -2.86, -4.62], [-1.85, 0.19, -3.26], [-2.91, -0.36, -2.45], [-3.41, 0.16, -1.63], [-3.96, -2.37, -2.53], [-0.90, -0.59, -5.12], [-1.54, 1.24, -3.27], [-1.05, -1.90, -1.59], [-0.22, -4.28, -1.59], [3.38, -0.28, -2.71], [2.76, 0.91, -3.20], [2.18, 0.61, -4.47], [2.85, 1.90, -2.75], [2.43, -0.75, -4.77], [3.15, -1.31, -3.66], [3.43, -2.36, -3.55], [3.93, -0.37, -1.78], [1.71, 1.34, -5.13], [2.12, -1.28, -5.66], [-0.35, -0.45, -0.33], [-0.13, 0.20, 1.09], [1.48, 0.99, 1.31], [2.53, 0.31, 1.97], [3.74, 0.96, 2.23], [3.95, 2.27, 1.80], [2.95, 2.93, 1.08], [1.72, 2.30, 0.84], [-1.52, 1.29, 1.53], [-2.48, 0.89, 2.49], [-3.59, 1.71, 2.76], [-3.76, 2.92, 2.09], [-2.82, 3.32, 1.13], [-1.72, 2.50, 0.83], [-0.20, -1.18, 2.26], [-0.61, -2.45, 1.82], [-0.72, -3.50, 2.73], [-0.42, -3.30, 4.08], [0.01, -2.03, 4.52], [0.11, -0.97, 3.61], [2.38, -0.71, 2.32], [4.52, 0.43, 2.79], [4.90, 2.77, 2.01], [3.12, 3.94, 0.72], [0.95, 2.84, 0.29], [-2.36, -0.05, 3.03], [-4.34, 1.38, 3.48], [-4.63, 3.55, 2.30], [-2.95, 4.26, 0.59], [-1.01, 2.80, 0.05], [-0.78, -2.68, 0.75], [-1.04, -4.48, 2.36], [-0.52, -4.12, 4.79], [0.27, -1.88, 5.56], [0.45, 0.01, 3.96]]
}



No. 8
{
  "formula": "C24H72N3O16",
  "method": "ωB97M-V/def2-TZVPD",
  "lumo_ha": -0.0993,
  "homo_lumo_gap_ev": 8.8,
  "homo_energy_ev": -11.50,
  "relative_energy_kcal_mol": 0.0,
  "total_charge": 1,
  "species": ["C", "C", "C", "C", "C", "C", "N", "C", "N", "N", "C", "H", "H", "H", "H", "H", "H", "H", "H", "C", "O", "H", "H", "H", "H", "C", "O", "H", "H", "H", "H", "C", "O", "H", "H", "H", "H", "C", "O", "H", "H", "H", "H", "C", "O", "H", "H", "H", "H", "C", "O", "H", "H", "H", "H", "C", "O", "H", "H", "H", "H", "C", "O", "H", "H", "H", "H", "C", "O", "H", "H", "H", "H", "C", "O", "H", "H", "H", "H", "C", "O", "H", "H", "H", "H", "C", "O", "H", "H", "H", "H", "C", "O", "H", "H", "H", "H", "C", "O", "H", "H", "H", "H", "C", "O", "H", "H", "H", "H", "C", "O", "H", "H", "H", "H"],
  "xyz": [[0.92, -1.78, -1.00], [0.31, -0.59, -1.41], [-1.07, -0.61, -1.48], [-1.73, -1.76, -1.11], [-3.21, -1.75, -1.12], [-4.03, -0.83, -0.57], [-5.31, -1.25, -0.82], [-5.29, -2.39, -1.49], [-4.03, -2.70, -1.68], [-1.16, -2.91, -0.71], [0.18, -2.90, -0.67], [2.00, -1.85, -0.92], [0.89, 0.28, -1.67], [-1.64, 0.27, -1.77], [-3.75, 0.04, -0.01], [-6.14, -0.77, -0.50], [-6.15, -2.96, -1.81], [-3.70, -3.54, -2.15], [0.68, -3.81, -0.36], [-1.90, -3.10, -4.71], [-0.62, -3.28, -4.12], [-1.81, -3.30, -5.78], [-2.63, -3.80, -4.29], [-2.25, -2.07, -4.58], [-0.69, -3.11, -3.18], [3.83, -4.62, -1.17], [4.09, -3.22, -1.19], [3.33, -4.84, -0.23], [3.18, -4.92, -2.00], [4.75, -5.20, -1.21], [4.54, -3.03, -2.03], [0.68, 1.59, -5.05], [1.01, 1.78, -3.67], [0.54, 0.52, -5.21], [-0.25, 2.11, -5.31], [1.48, 1.94, -5.70], [1.13, 2.72, -3.53], [-0.59, 2.67, 0.85], [-1.66, 2.71, -0.10], [-0.95, 2.20, 1.76], [0.24, 2.09, 0.45], [-0.25, 3.67, 1.09], [-1.33, 3.14, -0.89], [2.66, -1.33, -4.12], [3.95, -1.51, -3.53], [2.75, -1.49, -5.19], [1.95, -2.05, -3.70], [2.30, -0.32, -3.93], [3.84, -1.36, -2.59], [-2.12, -0.39, 2.76], [-3.11, 0.39, 2.07], [-2.62, -1.25, 3.18], [-1.34, -0.73, 2.06], [-1.65, 0.18, 3.56], [-2.70, 1.18, 1.70], [1.65, -3.34, 2.63], [0.22, -3.20, 2.64], [1.94, -3.67, 3.62], [1.97, -4.08, 1.90], [2.14, -2.39, 2.41], [-0.07, -2.92, 1.77], [1.85, 5.95, 2.84], [1.64, 4.87, 1.92], [0.88, 6.25, 3.21], [2.48, 5.64, 3.67], [2.31, 6.80, 2.34], [2.50, 4.61, 1.57], [2.05, -4.54, -6.37], [1.79, -4.69, -4.98], [3.09, -4.80, -6.55], [1.42, -5.20, -6.97], [1.91, -3.50, -6.69], [0.87, -4.43, -4.85], [5.47, -2.45, -6.55], [4.40, -2.41, -7.49], [5.09, -2.89, -5.64], [6.29, -3.07, -6.93], [5.84, -1.45, -6.33], [4.73, -2.03, -8.31], [3.84, 4.92, 6.51], [4.87, 5.06, 5.55], [2.93, 5.33, 6.06], [3.66, 3.87, 6.77], [4.05, 5.48, 7.42], [5.69, 4.71, 5.92], [-3.83, 5.39, 0.16], [-3.45, 6.04, -1.05], [-3.56, 4.34, 0.05], [-3.31, 5.80, 1.02], [-4.91, 5.46, 0.32], [-3.69, 6.97, -0.97], [0.75, -7.03, 4.41], [-0.22, -6.13, 4.93], [0.62, -7.97, 4.94], [0.61, -7.20, 3.34], [1.77, -6.68, 4.59], [-0.14, -5.29, 4.46], [-5.07, 8.59, 1.66], [-4.66, 9.15, 0.42], [-4.81, 7.54, 1.63], [-4.55, 9.05, 2.51], [-6.15, 8.68, 1.81], [-4.87, 10.08, 0.41], [-1.09, 2.83, 4.73], [-0.91, 4.23, 4.77], [-1.57, 2.53, 5.65], [-1.73, 2.54, 3.88], [-0.13, 2.31, 4.64], [-0.48, 4.51, 3.96], [-1.36, -1.49, 6.17], [-1.62, -2.46, 5.16], [-2.32, -1.24, 6.63], [-0.70, -1.88, 6.95], [-0.92, -0.58, 5.76], [-0.78, -2.69, 4.75]]
}